Entry 1:
{
  "formula": "C8H21N2",
  "method": "the ωB97M-V functional and the def2-TZVPD basis",
  "species": ["N", "N", "C", "C", "C", "C", "C", "C", "C", "C", "H", "H", "H", "H", "H", "H", "H", "H", "H", "H", "H", "H", "H", "H", "H", "H", "H", "H", "H", "H", "H"],
  "positions_angstrom": [[-1.26412, -0.29725, 1.96204], [-0.12776, 0.08460, -0.61711], [1.86345, 1.43409, -0.98350], [0.73648, -0.15858, -2.72668], [-1.95901, 0.88246, 2.43946], [2.07871, -1.02306, -0.78380], [-1.77422, -1.60845, 2.42725], [-0.09501, -0.15892, 1.40450], [1.15969, 0.09467, -1.29831], [-1.09478, 1.05180, -0.90159], [-1.25201, 1.03936, -1.99798], [-1.62087, 1.64647, 1.68317], [2.42368, -0.85026, 0.15800], [-0.53711, -0.78608, -0.93632], [-2.90217, -1.70070, 2.59591], [1.65984, 1.68275, 0.09571], [0.08160, 0.66441, -3.13990], [-1.79170, 0.97573, 3.56216], [0.14816, -1.04513, -2.79150], [1.68335, -0.13929, -3.34674], [0.22868, 0.85691, 1.62335], [-1.42811, -2.32535, 1.64004], [1.42552, 2.17525, -1.53651], [-2.03674, 0.76386, -0.50538], [2.88887, 1.39660, -1.17867], [1.54282, -1.94637, -0.87356], [-0.81098, 2.01251, -0.55648], [2.85640, -1.13203, -1.37937], [0.58396, -0.92157, 1.09807], [-2.98861, 0.97004, 2.16856], [-1.40350, -1.79412, 3.45285]],
  "relative_energy_kcal_mol": 15.14,
  "charge": 1
}

Entry 2:
{
  "formula": "C8H21N3O3P2",
  "method": "the ωB97M-V functional and the def2-TZVPD basis",
  "species": ["P", "P", "O", "O", "O", "N", "N", "N", "C", "C", "C", "C", "C", "C", "C", "C", "H", "H", "H", "H", "H", "H", "H", "H", "H", "H", "H", "H", "H", "H", "H", "H", "H", "H", "H", "H", "H"],
  "positions_angstrom": [[1.34087, 3.87461, 2.37604], [0.02526, 2.39770, 3.46548], [-0.47110, 1.42542, 2.04031], [1.33788, 3.54725, 0.71384], [1.37698, 1.24319, 3.77441], [-0.48822, -3.14447, -3.24136], [3.01481, 3.52626, 2.68169], [-0.63052, -1.12996, -2.48187], [-1.04244, 0.05170, -1.70118], [-2.37928, -0.12257, -1.01828], [-0.00049, 0.15063, 2.31460], [0.53216, -2.42523, -3.81840], [-1.17899, -2.33344, -2.44204], [1.45019, 0.38384, 2.68021], [-0.77583, -4.56355, -3.44849], [0.44043, -1.16122, -3.34237], [-0.71881, -5.08957, -2.49917], [1.02613, -0.27599, -3.51486], [-2.34839, -0.95315, -0.31171], [-0.43749, -0.27635, 3.22909], [-2.03706, -2.61976, -1.86121], [-1.76862, -4.67900, -3.87575], [0.42313, 3.17450, 4.63248], [-0.04004, -4.97470, -4.13112], [3.14059, 3.44348, 3.68447], [1.21590, -2.89441, -4.50213], [-1.06263, 0.90061, -2.38213], [2.08309, -0.50143, 2.78056], [-0.84887, 1.61051, 4.29435], [0.95713, 4.33654, 0.31665], [-0.16934, -0.57245, 1.50606], [-0.26561, 0.23800, -0.95790], [3.25709, 2.63503, 2.25740], [-2.58547, 0.78262, -0.45199], [1.85871, 0.93668, 1.81457], [-1.03241, 3.34285, 3.14148], [-3.19873, -0.28417, -1.72173]],
  "charge": 0
}

Entry 3:
{
  "formula": "C8H21NO",
  "method": "the ωB97M-V functional and the def2-TZVPD basis",
  "species": ["O", "N", "C", "C", "C", "C", "C", "C", "C", "C", "H", "H", "H", "H", "H", "H", "H", "H", "H", "H", "H", "H", "H", "H", "H", "H", "H", "H", "H", "H", "H"],
  "positions_angstrom": [[1.25381, 0.62447, -1.26090], [-1.52332, -0.41692, -1.08353], [-2.35126, 0.23149, -2.08525], [2.14160, 0.09467, -0.30313], [0.74408, 0.91393, 1.68227], [2.11804, 0.90523, 1.01690], [-2.11009, -1.61272, -0.49431], [2.56192, 2.33837, 0.73017], [-3.06266, -1.32145, 0.66550], [1.90088, -1.39570, -0.07621], [3.58426, 2.35526, 0.36018], [2.83656, 0.43670, 1.69865], [1.99660, -1.92947, -1.01833], [-3.46970, -2.24732, 1.06334], [-1.28734, -2.23910, -0.13073], [0.42252, 0.13257, -1.23513], [-1.35615, 0.24728, -0.32992], [0.40226, -0.09373, 1.90650], [-2.50060, -0.45954, -2.91592], [-2.62569, -2.16671, -1.28178], [2.62655, -1.79628, 0.63016], [0.02249, 1.40209, 1.03008], [0.78654, 1.47169, 2.61553], [1.91674, 2.77221, -0.02959], [0.90191, -1.56930, 0.31420], [-2.53616, -0.80439, 1.46605], [-3.89200, -0.69772, 0.33687], [-3.33650, 0.54765, -1.71422], [-1.82007, 1.10716, -2.45466], [3.14616, 0.22259, -0.73305], [2.50863, 2.94703, 1.63027]],
  "relative_energy_kcal_mol": 0.76,
  "charge": 0,
  "smiles": "CC(C)[C@@H](C)O.CCNC"
}

Going through the records in order, we get orbital gap values of 0.3766; 0.1517; 0.3725 Ha.
Going through the records in order, we get HOMO energy values of -12.980; -4.982; -9.188 eV.
Going through the records in order, we get F_max values of 4.89; 1.15; 0.61 eV/Å.